(1)
13
Properties=species:S:1:pos:R:3 method="wB97M-V/def2-TZVPD" e_homo_ev=-9.675 smiles="C/C(CO)=N/O" de_lowest_kj_mol=268.33 orbital_gap_ev=10.5 multiplicity=1
C -0.79 1.42 -0.08
C -0.38 -0.01 0.10
C 1.09 -0.31 0.22
O 1.88 0.52 -0.62
N -1.31 -0.88 0.17
O -0.82 -2.16 0.40
H -1.87 1.49 -0.27
H -0.55 2.00 0.82
H -0.24 1.88 -0.91
H 1.26 -1.38 0.03
H 1.44 -0.10 1.24
H 1.75 0.22 -1.53
H -1.63 -2.69 0.35


(2)
13
Properties=species:S:1:pos:R:3 method="wB97M-V/def2-TZVPD" e_homo_ev=-10.195 smiles="CC#N.C=O.O" de_lowest_kj_mol=225.82 orbital_gap_ev=10.5 multiplicity=1
C 1.73 -0.73 0.85
C 1.20 -0.06 -0.32
N 0.88 0.44 -1.32
H 2.81 -0.72 0.74
H 1.46 -0.22 1.78
H 1.38 -1.76 0.89
C -1.35 -0.05 0.88
O -2.07 -0.40 -0.02
H -1.05 1.00 1.03
H -0.93 -0.79 1.59
O -1.51 1.60 -1.97
H -0.83 1.15 -2.49
H -1.82 0.90 -1.38